No. 1
{"formula": "C28H20BCaCl5N8O6S2Se", "method": "ωB97M-V/def2-TZVPD", "elements": ["Ca", "Cl", "C", "C", "Cl", "C", "Cl", "C", "O", "C", "Cl", "C", "Cl", "C", "N", "C", "C", "N", "B", "N", "C", "C", "N", "C", "C", "S", "C", "S", "H", "H", "H", "H", "H", "H", "H", "H", "H", "H", "H", "H", "O", "C", "C", "C", "C", "C", "C", "C", "O", "N", "O", "O", "H", "H", "H", "H", "Se", "N", "C", "C", "C", "C", "C", "C", "N", "H", "H", "H", "H", "O", "C", "N"], "coordinates": [[10.556, 12.494, 11.838], [17.751, 9.981, 10.425], [16.044, 10.208, 10.378], [15.228, 9.497, 11.263], [15.959, 8.434, 12.425], [13.883, 9.828, 11.363], [12.771, 8.931, 12.315], [13.328, 10.903, 10.635], [12.111, 11.313, 10.897], [14.159, 11.522, 9.658], [13.454, 12.680, 8.581], [15.481, 11.183, 9.534], [16.562, 12.191, 8.590], [11.004, 16.132, 13.870], [10.232, 16.316, 12.691], [9.115, 17.145, 12.525], [8.851, 17.181, 11.191], [9.669, 16.246, 10.560], [9.988, 16.302, 9.017], [9.963, 14.959, 8.201], [10.501, 14.792, 6.948], [10.359, 13.521, 6.564], [9.716, 12.864, 7.561], [9.609, 11.417, 7.502], [9.463, 13.750, 8.562], [8.488, 13.438, 9.903], [10.532, 15.756, 11.482], [12.032, 14.848, 11.226], [10.503, 15.470, 14.594], [11.104, 17.066, 14.373], [11.882, 15.744, 13.428], [8.603, 17.470, 13.431], [7.988, 17.613, 10.627], [9.171, 17.036, 8.503], [11.097, 16.771, 8.889], [10.942, 15.586, 6.393], [10.576, 13.114, 5.646], [8.748, 11.080, 8.073], [10.549, 11.017, 7.877], [9.406, 11.145, 6.469], [11.114, 11.933, 14.377], [10.526, 12.147, 15.442], [9.267, 12.797, 15.546], [8.622, 12.876, 16.796], [7.357, 13.516, 16.992], [6.719, 14.086, 15.910], [7.383, 14.192, 14.727], [8.667, 13.478, 14.408], [9.176, 13.490, 13.242], [6.781, 13.503, 18.285], [5.614, 13.748, 18.386], [7.427, 13.264, 19.312], [10.925, 11.781, 16.382], [8.952, 12.426, 17.708], [5.825, 14.600, 16.106], [6.937, 14.720, 13.875], [9.323, 9.461, 10.231], [9.201, 10.325, 11.820], [8.120, 9.805, 12.401], [7.649, 10.105, 13.691], [6.511, 9.580, 14.210], [5.823, 8.593, 13.478], [6.274, 8.143, 12.224], [7.434, 8.791, 11.674], [7.935, 8.499, 10.454], [8.263, 10.864, 14.221], [6.182, 9.919, 15.158], [4.910, 8.176, 13.985], [5.783, 7.309, 11.653], [11.236, 6.242, 7.832], [10.410, 7.106, 8.069], [9.580, 7.918, 8.254]], "lowdin_charge": [1.11, 0.62, -0.73, -0.69, 0.64, -0.62, 0.72, -0.46, -0.38, -0.60, 0.70, -0.68, 0.62, -0.05, -0.14, -0.06, -0.07, -0.03, -0.48, 0.00, -0.09, -0.10, -0.12, -0.06, -0.74, 0.59, -0.70, 0.55, 0.09, 0.08, 0.01, 0.11, 0.13, 0.06, 0.07, 0.11, 0.09, 0.03, 0.08, 0.09, -0.02, -0.21, -0.16, 0.08, -0.18, -0.03, 0.03, -0.34, -0.22, -0.39, 0.05, 0.02, 0.12, 0.11, 0.10, 0.12, 1.18, -0.27, -0.41, -0.03, -0.11, -0.11, -0.02, -0.38, -0.21, 0.10, 0.09, 0.10, 0.12, -0.08, -0.64, -0.08], "homo_lumo_gap_ev": 6.5, "charge": -2, "homo_energy_ev": -3.211, "relative_energy_kj_mol": 124.97}

No. 2
{"formula": "C28H20CsF10N5O2", "method": "ωB97M-V/def2-TZVPD", "elements": ["Cs", "C", "N", "C", "C", "N", "C", "C", "F", "C", "F", "C", "F", "C", "F", "C", "F", "C", "C", "N", "C", "C", "F", "C", "F", "C", "F", "C", "F", "C", "F", "H", "H", "H", "H", "H", "H", "H", "H", "H", "H", "H", "O", "C", "O", "C", "C", "C", "C", "C", "N", "H", "H", "H", "H", "C", "C", "C", "N", "C", "C", "H", "H", "H", "H", "H"], "coordinates": [[-1.370, -0.208, 0.189], [1.153, -2.618, -1.019], [1.246, -2.455, 0.422], [0.721, -3.632, 1.118], [-0.705, -4.046, 0.781], [-1.634, -3.016, 1.174], [-2.922, -3.173, 0.960], [-3.632, -4.257, 0.342], [-2.954, -5.355, -0.108], [-5.000, -4.300, 0.185], [-5.560, -5.365, -0.429], [-5.818, -3.279, 0.634], [-7.159, -3.308, 0.431], [-5.200, -2.204, 1.256], [-5.958, -1.201, 1.739], [-3.836, -2.156, 1.401], [-3.343, -1.102, 2.108], [2.661, -2.292, 0.784], [3.264, -0.917, 0.452], [3.301, 0.014, 1.557], [4.299, -0.036, 2.406], [5.379, -0.976, 2.529], [5.423, -2.085, 1.729], [6.388, -0.877, 3.463], [7.361, -1.818, 3.487], [6.439, 0.157, 4.377], [7.467, 0.276, 5.262], [5.419, 1.101, 4.320], [5.444, 2.142, 5.184], [4.413, 1.006, 3.395], [3.471, 1.980, 3.402], [1.628, -3.565, -1.337], [1.663, -1.793, -1.517], [0.115, -2.620, -1.354], [0.772, -3.421, 2.188], [1.383, -4.499, 0.913], [-0.881, -4.992, 1.317], [-0.767, -4.302, -0.286], [3.244, -3.088, 0.281], [2.768, -2.458, 1.857], [2.657, -0.458, -0.336], [4.258, -1.074, 0.011], [-4.385, 1.321, -2.121], [-3.199, 1.578, -1.848], [-2.161, 0.931, -2.114], [-2.994, 2.885, -1.055], [-3.779, 4.002, -1.348], [-3.577, 5.171, -0.639], [-2.626, 5.185, 0.376], [-1.917, 4.021, 0.616], [-2.073, 2.903, -0.092], [-4.532, 3.912, -2.119], [-4.156, 6.060, -0.862], [-2.440, 6.073, 0.966], [-1.164, 3.984, 1.399], [1.514, 4.714, -0.195], [1.876, 3.695, 0.671], [1.620, 2.377, 0.301], [1.026, 2.056, -0.851], [0.664, 3.042, -1.669], [0.895, 4.382, -1.395], [1.701, 5.751, 0.059], [2.355, 3.893, 1.621], [1.935, 1.562, 0.955], [0.139, 2.737, -2.569], [0.576, 5.144, -2.094]], "nbo_charge": [0.95, -0.43, -0.44, -0.21, -0.24, -0.68, 0.09, 0.24, -0.35, 0.27, -0.32, 0.16, -0.32, 0.28, -0.31, 0.23, -0.34, -0.23, -0.24, -0.64, 0.10, 0.19, -0.34, 0.28, -0.32, 0.15, -0.33, 0.25, -0.32, 0.29, -0.34, 0.15, 0.21, 0.20, 0.20, 0.14, 0.17, 0.16, 0.15, 0.20, 0.19, 0.16, -0.73, 0.72, -0.79, 0.13, -0.24, -0.19, -0.29, 0.04, -0.45, 0.23, 0.20, 0.20, 0.19, -0.19, -0.27, 0.02, -0.44, 0.05, -0.28, 0.20, 0.22, 0.26, 0.21, 0.20], "homo_lumo_gap_ev": 5.5, "charge": -2, "homo_energy_ev": -1.731, "relative_energy_kj_mol": 15.23}

No. 3
{"formula": "C28H21BrF6N7O6S2Sn", "method": "ωB97M-V/def2-TZVPD", "elements": ["Sn", "C", "C", "C", "C", "C", "N", "C", "C", "C", "C", "C", "C", "C", "N", "C", "C", "C", "N", "C", "C", "N", "C", "C", "C", "N", "H", "H", "H", "H", "H", "H", "H", "H", "H", "H", "H", "H", "H", "H", "H", "H", "H", "H", "F", "C", "F", "F", "S", "O", "O", "N", "S", "O", "O", "C", "F", "F", "F", "Br", "C", "C", "N", "C", "C", "C", "C", "O", "O", "H", "H", "H"], "coordinates": [[-0.226, -0.074, 0.093], [0.330, -3.911, -6.334], [0.125, -3.409, -4.932], [-0.165, -4.266, -3.880], [-0.328, -3.808, -2.586], [-0.238, -2.443, -2.245], [-0.376, -1.996, -0.967], [-0.535, -2.929, 0.076], [-1.740, -3.585, 0.334], [-1.898, -4.391, 1.445], [-0.867, -4.548, 2.370], [-1.073, -5.338, 3.632], [0.333, -3.898, 2.132], [0.505, -3.127, 0.990], [1.788, -2.537, 0.778], [2.981, -3.073, 1.105], [3.956, -2.168, 0.768], [3.250, -1.082, 0.227], [1.950, -1.314, 0.226], [0.066, -1.581, -3.328], [0.255, -2.063, -4.613], [0.213, -0.168, -3.153], [-0.078, 0.780, -4.067], [0.431, 1.975, -3.623], [1.014, 1.661, -2.392], [0.898, 0.365, -2.116], [0.172, -4.990, -6.379], [1.342, -3.714, -6.695], [-0.362, -3.450, -7.042], [-0.257, -5.331, -4.069], [-0.536, -4.522, -1.801], [-2.557, -3.427, -0.359], [-2.851, -4.877, 1.619], [-1.850, -6.092, 3.503], [-1.376, -4.686, 4.454], [-0.157, -5.843, 3.940], [1.128, -3.920, 2.865], [3.038, -4.051, 1.548], [5.018, -2.274, 0.894], [3.627, -0.157, -0.180], [0.540, -1.360, -5.387], [-0.648, 0.531, -4.946], [0.329, 2.941, -4.081], [1.473, 2.318, -1.670], [-0.807, 4.865, -1.819], [-0.986, 5.308, -0.572], [-1.866, 6.311, -0.609], [0.181, 5.794, -0.132], [-1.546, 3.951, 0.542], [-0.490, 2.978, 0.445], [-1.794, 4.596, 1.791], [-2.886, 3.513, -0.162], [-3.039, 2.096, -0.842], [-3.339, 1.032, 0.078], [-2.088, 1.806, -1.887], [-4.629, 2.417, -1.729], [-4.794, 1.459, -2.649], [-4.641, 3.594, -2.350], [-5.664, 2.370, -0.890], [3.010, 4.332, 1.307], [3.023, 2.870, 2.511], [3.902, 2.864, 3.581], [3.955, 1.860, 4.453], [3.137, 0.829, 4.257], [2.220, 0.749, 3.214], [2.152, 1.813, 2.331], [1.346, -0.484, 3.062], [1.702, -1.511, 3.636], [0.324, -0.342, 2.304], [4.576, 3.698, 3.739], [3.204, 0.002, 4.953], [1.426, 1.837, 1.528]], "lowdin_charge": [1.50, -0.07, -0.30, -0.06, -0.01, -0.22, -0.13, -0.31, -0.02, -0.04, -0.26, -0.05, 0.02, -0.14, -0.05, -0.05, -0.04, -0.12, 0.01, -0.11, 0.00, -0.08, -0.07, -0.05, -0.16, -0.03, 0.07, 0.07, 0.07, 0.11, 0.10, 0.13, 0.11, 0.07, 0.09, 0.07, 0.11, 0.13, 0.09, 0.11, 0.12, 0.13, 0.10, 0.11, 0.13, -0.68, 0.13, 0.10, 0.56, -0.39, -0.26, -0.29, 0.55, -0.32, -0.32, -0.68, 0.12, 0.13, 0.13, 0.75, -0.65, -0.20, 0.06, -0.08, -0.10, -0.06, -0.62, 0.03, -0.24, 0.09, 0.11, 0.06], "homo_lumo_gap_ev": 7.6, "charge": -1, "homo_energy_ev": -5.121, "relative_energy_kj_mol": 85.12}

E_tot / a.u.: -8169.95655; -2522.05344; -6098.35465